Entry 1:
Formula: H4N2O2
Source: the OMol25 dataset
Level of theory: the ωB97M-V functional and the def2-TZVPD basis

The geometry in ORCA input format:
```
! wB97M-V def2-TZVPD RIJCOSX def2/J DEFGRID3
* xyz 0 1
N 0.5977 0.2051 0.2784
N -0.2829 1.1120 -0.0267
O 1.3716 -0.0455 -0.8155
O -1.0522 -0.9812 0.5095
H 2.1175 -0.5547 -0.4659
H -1.1775 -1.7329 1.1054
H -0.4194 1.2618 -1.0281
H -1.1548 0.7355 0.4430
*
```

Orbital gap (spin up / spin down), Ha: 0.325 / 0.323
LUMO energy (spin up / spin down), eV: -0.2 / -0.2
E_tot, eV: -7135.0552
HOMO energy (spin up / spin down), Eh: -0.3301 / -0.3289

In elementary charge units, the natural (NBO) charges are: N 0.32; N -0.56; O -0.51; O -1.02; H 0.49; H 0.45; H 0.37; H 0.47

---

Entry 2:
Formula: C4H11N3O3P
Source: the OMol25 dataset
Level of theory: the ωB97M-V functional and the def2-TZVPD basis

The geometry in ORCA input format:
```
! wB97M-V def2-TZVPD RIJCOSX def2/J DEFGRID3
* xyz -1 1
C -0.1735 -1.4782 -1.4999
C -0.2568 0.5038 1.8489
C 2.1651 -1.0768 -1.6592
C 2.3714 -0.0679 -0.4194
N 0.9589 -1.9030 -1.6559
N -1.3697 -1.3164 -1.6063
N 1.3471 0.8803 -0.4861
O -3.1686 1.1959 2.5482
O -2.2017 1.7569 0.4549
O -2.4742 -0.7666 0.9162
P -2.0032 0.5295 1.5386
H -0.0557 1.3873 2.4276
H 0.0019 -0.5252 2.1610
H 2.9861 -1.8495 -1.8468
H 2.2353 -0.4030 -2.4958
H 2.3927 -0.6202 0.5405
H 3.3766 0.4188 -0.6004
H -3.6925 1.5914 1.8678
H -1.8693 -1.0463 -0.6786
H 0.6302 0.6403 -1.3094
H -1.8328 1.3625 -0.3893
H 0.6328 0.7862 0.3435
*
```

Orbital gap, Ha: 0.277
LUMO energy, eV: 3.7
E_tot, eV: -24229.4776
HOMO energy, Eh: -0.1411

In elementary charge units, the natural (NBO) charges are: C 0.63; C -1.29; C -0.23; C -0.21; N -0.56; N -0.76; N -0.91; O -0.99; O -1.03; O -1.17; P 2.22; H 0.21; H 0.23; H 0.18; H 0.17; H 0.18; H 0.15; H 0.48; H 0.45; H 0.33; H 0.49; H 0.42

---

Entry 3:
Formula: C22H42F8I2N3O2PTa
Source: the OMol25 dataset
Level of theory: the ωB97M-V functional and the def2-TZVPD basis

The geometry in ORCA input format:
```
! wB97M-V def2-TZVPD RIJCOSX def2/J DEFGRID3
* xyz -1 1
C -0.2993 0.5264 3.6600
C 0.5936 -0.0498 2.5448
C 1.5968 0.9627 1.9517
C 2.8429 1.0843 2.8464
Ta 1.9277 0.5645 -0.2352
C -0.1100 1.3988 -0.9116
C -1.1620 1.6413 0.1288
O -2.3545 2.2119 -0.4686
C -3.4076 2.3757 0.4238
C -4.6146 1.5582 -0.0462
F -4.5504 0.3007 0.4508
F -4.6482 1.4541 -1.4033
C -6.0046 2.1400 0.3532
F -6.3230 1.7231 1.5902
F -5.9384 3.5028 0.3832
C -7.1962 1.7965 -0.5787
F -7.2894 0.4548 -0.6978
F -8.3044 2.2427 0.0665
C -7.1427 2.4616 -1.9906
F -8.3625 2.9760 -2.2805
F -6.8607 1.5336 -2.9234
C 1.1835 -1.5497 -0.3194
C -0.2427 -1.8588 -0.7348
N -0.6208 -3.3046 -0.6533
C -1.4641 -3.6945 -1.7935
C -2.0140 -5.1081 -1.6839
C -1.2428 -3.5777 0.5964
C -0.2986 -3.9788 1.6993
O -2.4345 -3.5180 0.7559
C 4.0185 -0.2050 0.2144
N 3.9288 -1.4150 1.0621
C 5.1091 -1.6727 1.8926
P 2.7382 3.1140 -0.1103
N 4.2989 3.2141 0.2632
C 2.5846 0.8782 -2.4437
I 1.9439 -0.7698 -3.6988
C 4.0467 1.2513 -2.6480
C 5.0039 0.2125 -3.2073
I 4.2473 3.0288 -3.9420
H -0.0367 0.1256 4.6416
H -1.3554 0.2950 3.4995
H -0.1987 1.6135 3.7202
H 1.1879 -0.8800 2.9427
H -0.0474 -0.4973 1.7797
H 1.1262 1.9568 2.0152
H 2.5960 1.5282 3.8202
H 3.6135 1.7159 2.3978
H 3.2657 0.0942 3.0310
H -0.5283 0.7965 -1.7289
H 0.1487 2.3740 -1.3524
H -1.4703 0.7202 0.6380
H -0.8013 2.3520 0.8834
H -3.6921 3.4249 0.5210
H -3.1636 1.9961 1.4238
H -6.4037 3.2621 -2.0380
H 1.3294 -1.8688 0.7218
H 1.8645 -2.1696 -0.9165
H -0.9445 -1.2762 -0.1233
H -0.4260 -1.5692 -1.7707
H -2.2882 -2.9817 -1.9394
H -0.8146 -3.6138 -2.6693
H -1.2983 -5.7518 -1.1634
H -2.9553 -5.1410 -1.1383
H -2.1738 -5.5289 -2.6784
H -0.4240 -5.0538 1.8570
H 0.7362 -3.7745 1.4402
H -0.5719 -3.4685 2.6246
H 4.5755 0.5733 0.7453
H 4.5944 -0.4020 -0.6979
H 3.8016 -2.2061 0.4454
H 5.6244 -2.5983 1.6114
H 5.8289 -0.8551 1.8026
H 4.8400 -1.7622 2.9507
H 2.3980 3.8359 -1.2824
H 1.9116 3.8378 0.8078
H 4.8175 3.8078 -0.3760
H 1.9673 1.6880 -2.8282
H 4.4533 1.6453 -1.7138
H 4.8964 -0.7188 -2.6459
H 4.8064 0.0082 -4.2594
H 6.0323 0.5603 -3.1108
*
```

Orbital gap, Ha: 0.245
LUMO energy, eV: 2.1
E_tot, eV: -80838.7166
HOMO energy, Eh: -0.1687

In elementary charge units, the Mulliken charges are: C -1.71; C 0.70; C 0.45; C -1.75; Ta 0.48; C -1.44; C -0.20; O -0.48; C -0.88; C 1.10; F -0.32; F -0.36; C 0.36; F -0.31; F -0.33; C 0.71; F -0.28; F -0.32; C 0.26; F -0.29; F -0.25; C -1.21; C -0.76; N 0.32; C -0.34; C -1.36; C 0.56; C -1.07; O -0.56; C -1.61; N 0.03; C -1.07; P 0.27; N -0.74; C -1.03; I -0.10; C 0.20; C -1.69; I -0.07; H 0.34; H 0.42; H 0.37; H 0.71; H -0.94; H 0.61; H 0.38; H 0.31; H 0.35; H 0.41; H 0.59; H 0.24; H 0.37; H 0.48; H 0.30; H 0.26; H 0.18; H 0.66; H 0.23; H 0.30; H 0.30; H 0.46; H 0.31; H 0.31; H 0.41; H 0.38; H 0.24; H 0.24; H 0.53; H 0.49; H 0.25; H 0.35; H 0.34; H 0.28; H 0.03; H -0.07; H 0.22; H 0.84; H 0.20; H 0.36; H 0.53; H 0.47

---

Entry 4:
Formula: CH2Cl2FNS
Source: the OMol25 dataset
Level of theory: the ωB97M-V functional and the def2-TZVPD basis

The geometry in ORCA input format:
```
! wB97M-V def2-TZVPD RIJCOSX def2/J DEFGRID3
* xyz 0 1
C -2.9052 -0.1828 -0.4589
N -0.9028 1.3564 1.5280
F -3.1932 -0.0203 -1.8173
S -0.9602 0.9998 -0.0212
Cl -3.9723 0.7018 0.5820
Cl -2.5981 -1.7339 0.1493
H -0.5608 0.7722 2.1776
H -1.4267 2.1797 1.7967
*
```

Orbital gap, Ha: 0.334
LUMO energy, eV: 0.2
E_tot, eV: -41155.1846
HOMO energy, Eh: -0.3255

In elementary charge units, the natural (NBO) charges are: C 0.11; N -0.96; F -0.33; S 0.34; Cl 0.01; Cl 0.06; H 0.38; H 0.39

---

Entry 5:
Formula: C5H4
Source: the OMol25 dataset
Level of theory: the ωB97M-V functional and the def2-TZVPD basis

The geometry in ORCA input format:
```
! wB97M-V def2-TZVPD RIJCOSX def2/J DEFGRID3
* xyz 0 1
C 1.2955 -0.0279 -0.0138
C -0.9319 -0.7737 0.0019
C -0.8861 0.6886 0.0481
C 0.0727 -0.0526 -0.7661
C 0.0713 -0.1123 0.9000
H 2.1307 -0.8367 -0.1837
H 1.6693 1.0138 0.1396
H -1.8881 -1.4073 -0.0330
H -1.5334 1.5081 -0.0929
*
```

SMILES: C1[C@]23[C@H]4[C@@H]2[C@@]143
Orbital gap, Ha: 0.395
LUMO energy, eV: 1.0
E_tot, eV: -5242.9762
HOMO energy, Eh: -0.3591

In elementary charge units, the natural (NBO) charges are: C -0.39; C -0.28; C -0.30; C -0.01; C 0.00; H 0.24; H 0.23; H 0.27; H 0.25

---

Entry 6:
Formula: C4H9NO
Source: the OMol25 dataset
Level of theory: the ωB97M-V functional and the def2-TZVPD basis

The geometry in ORCA input format:
```
! wB97M-V def2-TZVPD RIJCOSX def2/J DEFGRID3
* xyz 0 1
C 1.1803 -0.2179 2.0077
C 1.3483 0.7932 1.1752
N 1.8895 0.7219 -0.1306
H 1.3958 -1.1985 1.6216
H 0.8074 -0.1791 3.0208
H 1.1499 1.8131 1.4658
H 1.9466 -0.2483 -0.4247
H 1.2346 1.1606 -0.7643
C -1.1545 -1.2472 -1.4940
C -1.4474 0.0077 -1.1905
O -2.7176 0.2759 -0.7034
H -0.3166 -1.5794 -2.0811
H -1.8581 -2.0008 -1.1526
H -0.8117 0.8757 -1.2520
H -2.6465 1.0229 -0.0979
*
```

SMILES: C=CN.C=CO
Orbital gap, Ha: 0.352
LUMO energy, eV: 0.7
E_tot, eV: -7829.6441
HOMO energy, Eh: -0.3251

In elementary charge units, the natural (NBO) charges are: C -0.49; C 0.00; N -0.80; H 0.18; H 0.21; H 0.18; H 0.36; H 0.36; C -0.50; C 0.14; O -0.69; H 0.21; H 0.21; H 0.15; H 0.47

---

Entry 7:
Formula: C48H120N8O16
Source: the OMol25 dataset
Level of theory: the ωB97M-V functional and the def2-TZVPD basis

The geometry in ORCA input format:
```
! wB97M-V def2-TZVPD RIJCOSX def2/J DEFGRID3
* xyz 0 1
C -4.1924 -4.1821 3.5635
O -4.0425 -2.7840 3.4276
C -2.8155 -2.3558 3.9725
C -2.6584 -0.8774 3.7360
N -3.8808 -0.1422 4.0325
C -3.8946 1.1908 3.4678
C -5.2386 1.6183 2.9340
O -5.8712 0.6302 2.1304
C -5.5843 0.7190 0.7497
H -3.4926 -4.7223 2.9199
H -5.2018 -4.4797 3.2676
H -4.1581 -4.4538 4.6276
H -1.9650 -2.8335 3.4575
H -2.7666 -2.6924 5.0163
H -2.2950 -0.7029 2.7111
H -1.9081 -0.4278 4.3989
H -4.6952 -0.6837 3.7725
H -3.2134 1.3167 2.6073
H -3.5512 1.8777 4.2494
H -5.1580 2.5559 2.3754
H -5.9996 1.7363 3.7113
H -4.6201 0.1737 0.6578
H -5.4554 1.7245 0.3457
H -6.1947 0.0622 0.1293
C 1.4475 1.3353 1.7798
O 1.2074 1.2504 0.4010
C 2.0562 2.0367 -0.4015
C 1.8786 1.7844 -1.8955
N 2.6989 2.7560 -2.6452
C 1.8922 3.5019 -3.6461
C 2.7307 4.7008 -4.0980
O 3.6063 5.1842 -3.1186
C 4.4467 6.2076 -3.5618
H 0.6377 0.7565 2.2401
H 1.3701 2.3473 2.1846
H 2.3463 0.8077 2.1208
H 3.1004 1.8954 -0.0905
H 1.8984 3.1309 -0.3124
H 0.8327 1.7570 -2.1914
H 2.3381 0.8059 -2.0932
H 3.0197 3.4477 -1.9730
H 0.9886 3.9364 -3.1774
H 1.5013 2.8093 -4.3885
H 1.9830 5.4889 -4.2738
H 3.1931 4.4622 -5.0669
H 5.0177 6.4801 -2.6806
H 3.9215 7.1017 -3.9312
H 5.0381 5.8635 -4.4182
C 4.1271 -3.3042 12.6715
O 5.3431 -3.0126 12.0399
C 5.2043 -2.3991 10.7852
C 4.5317 -3.3110 9.7647
N 4.4334 -2.6622 8.4808
C 3.3282 -1.6584 8.4109
C 3.0477 -1.3624 6.9548
O 2.4417 -2.5051 6.4106
C 2.1957 -2.4306 5.0307
H 3.2186 -2.9955 12.1465
H 4.1294 -2.8382 13.6594
H 3.9737 -4.3816 12.8071
H 6.2050 -2.2466 10.3822
H 4.6948 -1.4305 10.8317
H 3.5215 -3.6384 10.0745
H 5.0956 -4.2478 9.7606
H 4.1840 -3.2532 7.6953
H 3.6581 -0.8306 9.0406
H 2.4643 -2.0793 8.9512
H 3.9886 -1.1468 6.4375
H 2.3603 -0.5023 6.9718
H 1.7107 -1.4682 4.7909
H 1.5013 -3.2192 4.7688
H 3.1409 -2.3757 4.4786
C 3.3550 -10.5223 -0.3653
O 2.6165 -10.2910 -1.5384
C 2.0718 -9.0023 -1.6131
C 3.0278 -7.8523 -1.8105
N 2.3442 -6.5485 -1.6608
C 1.4204 -6.2520 -2.7628
C 1.1901 -4.7905 -2.8335
O 2.2550 -4.1664 -3.5080
C 2.1094 -2.7584 -3.5696
H 3.7263 -11.5354 -0.2657
H 2.7279 -10.2196 0.4856
H 4.2399 -9.8683 -0.3416
H 1.6333 -8.8552 -0.6017
H 1.1915 -8.9438 -2.2511
H 3.5512 -7.8482 -2.7817
H 3.8217 -7.8408 -1.0597
H 3.1223 -5.9011 -1.7631
H 0.5033 -6.8339 -2.6796
H 1.9040 -6.6101 -3.6892
H 1.0269 -4.3302 -1.8526
H 0.2833 -4.6595 -3.4398
H 3.0408 -2.4147 -4.0198
H 1.9809 -2.3469 -2.5680
H 1.3301 -2.5051 -4.2921
C 2.3419 -5.7070 1.6504
O 3.4877 -6.2926 2.2436
C 3.4473 -7.7203 2.2460
C 4.3564 -8.1585 3.3933
N 4.3550 -9.6087 3.6023
C 5.5176 -10.2660 2.9993
C 6.8824 -9.9083 3.6145
O 7.6646 -9.0795 2.7627
C 8.5679 -8.2520 3.4621
H 2.5458 -4.6596 1.4255
H 1.5046 -5.7110 2.3667
H 2.0182 -6.1925 0.7263
H 3.8775 -8.0802 1.2981
H 2.4243 -8.1069 2.3196
H 4.0032 -7.6095 4.2653
H 5.3486 -7.8089 3.0813
H 4.4400 -9.7886 4.5959
H 5.4806 -10.2061 1.9108
H 5.4277 -11.3387 3.2093
H 7.4669 -10.8316 3.7053
H 6.6917 -9.4724 4.6004
H 8.1477 -7.2414 3.5234
H 9.5818 -8.1802 3.0546
H 8.7937 -8.5953 4.4827
C 0.9849 -1.8483 1.5818
O -0.2594 -1.4990 1.0023
C -0.2995 -1.4841 -0.4206
C -1.5083 -0.6736 -0.8216
N -1.1892 0.7431 -0.9807
C -2.2030 1.6177 -0.4482
C -2.1121 3.0476 -0.9778
O -2.9481 3.8402 -0.1731
C -3.0725 5.1472 -0.6425
H 0.8448 -2.1266 2.6243
H 1.7625 -1.0692 1.5628
H 1.3886 -2.6989 1.0136
H -0.2480 -2.4767 -0.8842
H 0.5796 -0.9184 -0.7794
H -2.2885 -0.8578 -0.0689
H -1.9388 -1.0160 -1.7744
H -0.2536 0.9884 -0.6698
H -2.0623 1.6673 0.6468
H -3.2264 1.2955 -0.6333
H -2.4392 3.0722 -2.0303
H -1.0492 3.3456 -1.0060
H -3.7697 5.7299 -0.0423
H -3.5148 5.1801 -1.6522
H -2.1168 5.6808 -0.7195
C 0.7261 6.0435 -6.8438
O 0.1950 4.8299 -6.3958
C -0.6663 4.2609 -7.3668
C -1.2652 2.9421 -6.9036
N -2.5610 3.1871 -6.2644
C -2.9834 2.1661 -5.2887
C -3.4818 0.9582 -6.0390
O -2.4579 0.2537 -6.7284
C -2.9659 -0.9181 -7.2939
H 1.3661 5.9420 -7.7305
H 1.3844 6.4827 -6.0927
H -0.0672 6.7859 -7.0020
H -0.0634 4.0564 -8.2637
H -1.4655 4.9675 -7.6266
H -0.5649 2.4853 -6.1877
H -1.3614 2.2767 -7.7579
H -2.5830 4.0920 -5.8127
H -3.8566 2.5999 -4.8018
H -2.1853 1.8343 -4.6072
H -4.2178 1.2636 -6.7923
H -3.9119 0.2244 -5.3417
H -2.2436 -1.2966 -8.0137
H -3.9012 -0.6642 -7.8199
H -3.2447 -1.7257 -6.6075
C -5.0512 7.5945 -2.2136
O -6.0824 8.3887 -1.6816
C -6.0010 9.7577 -2.1051
C -6.7303 9.9803 -3.4379
N -6.8340 11.4226 -3.6273
C -7.5300 11.8317 -4.8306
C -7.5003 13.3214 -5.0389
O -6.2188 13.7981 -5.1607
C -6.1905 15.0581 -5.7656
H -5.2204 6.5972 -1.8182
H -4.0552 7.9636 -1.9380
H -5.0486 7.5210 -3.3091
H -4.9894 10.1734 -2.1284
H -6.5892 10.2821 -1.3471
H -7.6868 9.4715 -3.4755
H -6.0375 9.6049 -4.2130
H -5.9292 11.8734 -3.5861
H -8.5808 11.5194 -4.7701
H -7.1773 11.2967 -5.7350
H -8.1671 13.8084 -4.3056
H -8.1149 13.5493 -5.9294
H -6.7873 15.1316 -6.6883
H -5.1829 15.3756 -6.0257
H -6.6246 15.8402 -5.1214
*
```

SMILES: COCCNCCOC.COCCNCCOC.COCCNCCOC.COCCNCCOC.COCCNCCOC.COCCNCCOC.COCCNCCOC.COCCNCCOC
Orbital gap, Ha: 0.314
LUMO energy, eV: 0.4
E_tot, eV: -96388.8834
HOMO energy, Eh: -0.2991

Atom charges from the Mulliken analysis, given in e for atoms 1 to 99: C -0.79; O -0.28; C -0.54; C 0.36; N -0.40; C 0.38; C -0.74; O -0.41; C -0.18; H 0.27; H 0.25; H 0.31; H 0.26; H 0.44; H -0.50; H 0.27; H 0.43; H -0.48; H 0.34; H 0.43; H 0.30; H -0.16; H 0.27; H 0.36; C -1.04; O 0.04; C -0.91; C -0.26; N -0.36; C -0.24; C -0.12; O -0.32; C -0.81; H 0.16; H 0.35; H 0.40; H 0.37; H 0.47; H 0.35; H -0.06; H 0.27; H 0.07; H 0.24; H -0.01; H 0.49; H 0.26; H 0.28; H 0.33; C -0.74; O -0.37; C -0.42; C -0.64; N -0.40; C -0.66; C -0.58; O -0.39; C -0.75; H 0.31; H 0.27; H 0.27; H 0.31; H 0.36; H 0.35; H 0.38; H 0.31; H 0.35; H 0.33; H 0.34; H 0.40; H 0.31; H 0.33; H 0.36; C -0.63; O -0.47; C -0.38; C -0.72; N -0.09; C -0.76; C -0.40; O -0.40; C -0.61; H 0.35; H 0.28; H 0.26; H 0.24; H 0.33; H 0.40; H 0.29; H 0.20; H 0.45; H 0.39; H 0.00; H 0.47; H 0.28; H 0.20; H 0.33; C -0.49; O -0.37; C 0.04

---

Entry 8:
Formula: C2H3N3O
Source: the OMol25 dataset
Level of theory: the ωB97M-V functional and the def2-TZVPD basis

The geometry in ORCA input format:
```
! wB97M-V def2-TZVPD RIJCOSX def2/J DEFGRID3
* xyz 0 1
C 0.1901 -2.4071 0.1680
C -0.4852 1.6410 -0.4193
N 1.1480 -1.9350 -0.3067
N -2.0578 -0.0302 -0.1465
N -1.0195 0.5462 -0.1074
O -2.3535 -1.1673 0.2328
H -0.3937 2.5755 0.2464
H 0.0126 1.7856 -1.3190
H -0.6847 -2.9254 0.5092
*
```

SMILES: C=NN=O.C#N
Orbital gap (spin up / spin down), Ha: 0.314 / 0.314
LUMO energy (spin up / spin down), eV: -0.5 / -0.5
E_tot, eV: -8634.9232
HOMO energy (spin up / spin down), Eh: -0.3336 / -0.3336

In elementary charge units, the natural (NBO) charges are: C 0.08; C -0.06; N -0.34; N 0.27; N -0.13; O -0.45; H 0.19; H 0.18; H 0.25